# 1
Density functional theory data (ωB97M-V/def2-TZVPD) for a cluster of 2 separate species, C4H8O2 in total.

As for the spin multiplicity: 1. The LUMO energy is 0.92 eV. The SMILES is C1=CCOC1.O.

Structure (XYZ):
```
14
C4H8O2, DFT ωB97M-V/def2-TZVPD
O -1.155 1.671 1.412
C -0.607 -0.093 -1.028
C 0.621 0.413 -1.033
C 1.429 -0.247 0.055
O 0.465 -0.942 0.839
C -0.707 -1.136 0.054
H -0.784 0.872 1.810
H -1.437 0.186 -1.668
H -0.649 1.744 0.592
H 1.007 1.183 -1.692
H 1.962 0.460 0.700
H 2.170 -0.947 -0.364
H -0.729 -2.153 -0.371
H -1.586 -1.011 0.696
```

---

# 2
Density functional theory data (ωB97M-V/def2-TZVPD) for a cluster of 2 separate species, C3H5O3PS in total at a distorted geometry.

As for the spin multiplicity: 1. The LUMO energy is 0.00 eV. The SMILES is O=P(O)=S.CC=C=O.

Structure (XYZ):
```
13
C3H5O3PS, DFT ωB97M-V/def2-TZVPD
C -1.438 -0.479 -0.814
C -0.541 -0.994 -0.010
C -2.810 0.079 -0.165
O 2.936 0.987 1.501
O 1.818 1.306 -0.707
O 0.283 -1.333 0.740
P 2.807 0.492 -0.020
S 3.984 -0.984 -0.408
H -3.635 -0.151 -0.752
H -2.827 -0.271 0.820
H -2.841 1.146 -0.181
H 3.727 0.610 1.965
H -1.465 -0.407 -1.970
```

---

# 3
Density functional theory data (ωB97M-V/def2-TZVPD) for the molecule C3H8N2 at a distorted geometry.

As for the spin multiplicity: 1. The LUMO energy is 0.99 eV. The SMILES is C=NN(C)C.

Structure (XYZ):
```
13
C3H8N2, DFT ωB97M-V/def2-TZVPD
C 0.172 -1.278 -0.198
C 0.064 0.518 1.669
C -0.242 0.911 -1.819
H 0.885 -1.790 0.630
H 0.747 -1.477 -1.158
H -0.988 -1.738 -0.177
H -0.869 1.160 1.690
H -0.118 -0.359 2.358
H 0.946 1.164 2.068
H -0.204 -0.095 -2.221
H -0.593 1.720 -2.486
N 0.246 0.136 0.235
N -0.046 1.127 -0.591
```

---

# 4
Density functional theory data (ωB97M-V/def2-TZVPD) for a cluster of 5 separate species, C14H33BClN4O7 in total at a distorted geometry.

As for the spin multiplicity: 1. Its total charge is -1. The LUMO energy is 1.90 eV.

Structure (XYZ):
```
60
C14H33BClN4O7, DFT ωB97M-V/def2-TZVPD
O -0.126 -1.132 0.163
C -0.584 -1.734 -0.841
Cl 0.018 -3.382 -1.389
C -1.777 -1.061 -1.679
B -3.175 -1.276 -0.764
O -3.604 0.043 -0.261
O -4.151 -1.946 -1.658
H -1.878 -1.576 -2.705
H -1.595 0.056 -1.875
H -2.959 -2.018 0.161
H -4.318 0.392 -0.833
H -3.962 -2.905 -1.541
C -4.532 -1.871 3.717
O -3.405 -2.218 3.416
N -5.121 -0.701 3.347
C -6.469 -0.362 3.748
C -4.374 0.238 2.524
H -5.186 -2.507 4.338
H -7.081 -0.220 2.853
H -6.446 0.565 4.326
H -6.906 -1.154 4.359
H -4.093 -0.249 1.586
H -3.463 0.530 3.054
H -4.975 1.124 2.312
C -2.025 -0.332 6.798
O -2.136 0.496 7.687
N -0.849 -0.843 6.343
C -0.798 -1.829 5.279
C 0.391 -0.389 6.939
H -2.905 -0.744 6.278
H -0.316 -2.735 5.657
H -0.216 -1.425 4.447
H -1.800 -2.076 4.926
H 0.376 -0.610 8.009
H 0.477 0.693 6.807
H 1.243 -0.884 6.473
C 3.779 -1.772 -3.657
O 2.942 -2.554 -4.072
N 3.554 -0.790 -2.742
C 4.607 0.103 -2.300
C 2.221 -0.630 -2.190
H 4.824 -1.803 -4.009
H 4.733 -0.003 -1.218
H 4.322 1.134 -2.538
H 5.552 -0.131 -2.796
H 1.925 -1.556 -1.693
H 1.519 -0.429 -3.003
H 2.198 0.193 -1.475
C 4.808 3.275 -4.373
O 4.161 2.439 -3.771
N 4.732 3.510 -5.712
C 5.535 4.526 -6.361
C 3.818 2.718 -6.514
H 5.530 3.929 -3.858
H 4.872 5.254 -6.837
H 6.163 4.053 -7.121
H 6.172 5.040 -5.640
H 2.801 2.856 -6.139
H 4.084 1.662 -6.421
H 3.868 3.019 -7.561
```

---

# 5
Density functional theory data (ωB97M-V/def2-TZVPD) for a cluster of 7 separate species, C28H66NO6 in total.

As for the spin multiplicity: 1. Its total charge is -1. The LUMO energy is 2.18 eV.

Structure (XYZ):
```
101
C28H66NO6, DFT ωB97M-V/def2-TZVPD
C 1.403 -3.382 -1.260
C 2.238 -2.563 -1.656
N 3.133 -1.685 -1.988
C 3.214 -0.688 -0.909
C 1.932 0.169 -0.782
H 0.555 -3.806 -0.785
H 3.311 -1.236 0.038
H 4.071 -0.035 -1.068
H 1.349 -0.198 0.058
H 1.351 0.121 -1.698
H 2.161 1.214 -0.551
C 6.706 -1.318 3.845
C 6.462 -0.052 3.038
O 5.195 -0.003 2.422
C 4.068 -0.061 3.270
C 3.989 1.076 4.277
H 6.578 -2.201 3.217
H 7.721 -1.316 4.246
H 6.017 -1.405 4.687
H 7.179 -0.004 2.217
H 6.630 0.839 3.657
H 4.019 -1.031 3.779
H 3.210 -0.017 2.601
H 4.826 1.065 4.979
H 3.069 0.996 4.857
H 3.995 2.039 3.764
C -3.397 -0.571 1.907
C -2.228 0.344 1.578
O -1.353 -0.165 0.599
C -1.910 -0.423 -0.677
C -2.494 0.810 -1.344
H -3.031 -1.548 2.227
H -3.995 -0.142 2.712
H -4.052 -0.728 1.048
H -1.615 0.474 2.471
H -2.591 1.342 1.298
H -2.656 -1.225 -0.611
H -1.090 -0.807 -1.284
H -3.325 1.237 -0.776
H -2.863 0.561 -2.340
H -1.727 1.579 -1.446
C -0.466 4.862 -2.787
C 0.136 3.673 -3.519
O -0.821 2.831 -4.131
C -1.647 3.416 -5.116
C -0.889 3.980 -6.307
H -1.173 4.522 -2.029
H 0.322 5.434 -2.296
H -0.996 5.537 -3.462
H 0.662 3.036 -2.808
H 0.880 4.008 -4.252
H -2.292 4.183 -4.671
H -2.306 2.618 -5.454
H -0.222 4.796 -6.022
H -1.592 4.367 -7.046
H -0.283 3.203 -6.774
C 4.286 -6.708 1.033
C 4.252 -5.278 1.543
O 5.521 -4.789 1.961
C 6.499 -4.800 0.934
C 6.097 -4.001 -0.292
H 4.680 -7.382 1.798
H 3.278 -7.027 0.766
H 4.910 -6.811 0.144
H 3.607 -5.227 2.422
H 3.811 -4.611 0.797
H 6.741 -5.834 0.653
H 7.402 -4.381 1.381
H 5.196 -4.386 -0.767
H 6.897 -4.021 -1.035
H 5.899 -2.963 -0.023
C -7.263 2.936 -4.540
C -6.082 3.835 -4.865
O -5.208 3.308 -5.843
C -5.767 3.048 -7.115
C -6.345 4.275 -7.802
H -6.916 1.956 -4.210
H -7.862 3.380 -3.744
H -7.916 2.787 -5.401
H -5.468 3.961 -3.974
H -6.427 4.835 -5.155
H -6.519 2.253 -7.050
H -4.945 2.653 -7.712
H -7.182 4.700 -7.247
H -6.707 4.010 -8.796
H -5.583 5.049 -7.904
C -1.868 -2.801 5.329
C -1.569 -1.342 5.626
O -2.723 -0.521 5.705
C -3.667 -0.866 6.698
C -3.121 -0.831 8.116
H -2.425 -2.891 4.396
H -0.938 -3.360 5.234
H -2.459 -3.269 6.119
H -0.971 -0.928 4.815
H -0.971 -1.247 6.540
H -4.112 -1.844 6.483
H -4.465 -0.130 6.600
H -2.326 -1.562 8.268
H -3.917 -1.053 8.828
H -2.716 0.156 8.344
```

---

# 6
Density functional theory data (ωB97M-V/def2-TZVPD) for the ion C9H10IN2O with charge +1 at a distorted geometry.

As for the spin multiplicity: 1. Its total charge is +1. The LUMO energy (spin up / spin down) is -4.80 / -4.80 eV. The SMILES is C/N=C1\C=CC=C\C1=C(/O)C(=[NH2+])I.

Structure (XYZ):
```
23
C9H10IN2O, DFT ωB97M-V/def2-TZVPD
C -2.407 -1.365 -1.212
C -2.664 0.043 -1.271
C -1.311 -1.904 -0.675
C -1.639 0.880 -1.039
C -0.228 -0.935 -0.239
C -0.404 0.485 -0.346
C 0.963 -1.312 0.258
C 1.843 -0.221 0.812
C 0.605 2.631 0.220
N 0.542 1.242 0.134
N 2.198 -0.378 2.107
O 1.376 -2.506 0.385
I 3.546 0.277 -0.434
H -3.292 -1.954 -1.470
H -3.460 0.423 -1.808
H -0.809 -2.882 -0.723
H -1.824 1.943 -1.038
H -0.279 3.149 0.862
H 1.557 2.884 0.818
H 0.404 3.008 -0.758
H 0.757 -3.234 0.133
H 1.479 -0.372 2.838
H 3.047 0.096 2.447
```

---

# 7
Density functional theory data (ωB97M-V/def2-TZVPD) for the molecule C3H9NO at a distorted geometry.

As for the spin multiplicity: 1. The LUMO energy is 1.00 eV. The SMILES is C[C@H](O)CN.

Structure (XYZ):
```
14
C3H9NO, DFT ωB97M-V/def2-TZVPD
C 0.900 0.686 -0.073
C -0.535 0.147 -0.501
C -1.493 0.066 0.575
O -0.287 -1.079 -1.157
N 1.805 -0.341 0.388
H 1.257 1.202 -1.006
H 0.992 1.482 0.849
H -1.057 0.715 -1.315
H -2.475 0.288 0.248
H -1.497 -0.858 1.198
H -1.285 0.990 1.199
H -0.510 -1.818 -0.532
H 2.731 -0.215 0.023
H 1.455 -1.265 0.103
```

---

# 8
Density functional theory data (ωB97M-V/def2-TZVPD) for a structure of composition C7H5F3MnNO2S5Sb at a distorted geometry.

As for the spin multiplicity: 6. Its total charge is -2. The LUMO energy (spin up / spin down) is 4.64 / 4.63 eV.

Structure (XYZ):
```
25
C7H5F3MnNO2S5Sb, DFT ωB97M-V/def2-TZVPD
Mn -0.822 -0.838 0.807
S 1.168 -4.781 -1.383
Sb 0.579 -2.615 -1.760
S -1.683 -1.918 -0.999
S 1.303 -1.040 0.009
S 0.939 -1.984 -3.922
S -1.866 1.396 0.175
C -0.597 1.722 -0.934
N -0.562 1.016 -2.117
C 0.433 1.210 -3.029
C 1.374 2.174 -2.838
C 1.328 2.970 -1.672
C 0.337 2.728 -0.736
H -1.137 0.169 -2.160
H 0.425 0.545 -3.880
H 2.164 2.300 -3.563
H 2.055 3.752 -1.503
H 0.266 3.294 0.179
F -0.608 -2.870 5.052
C -0.758 -1.564 4.776
F 0.284 -0.939 5.358
F -1.849 -1.162 5.473
C -0.887 -1.262 3.248
O -1.277 -2.191 2.529
O -0.607 -0.111 2.891
```

---

# 9
Density functional theory data (ωB97M-V/def2-TZVPD) for the ion C6H11N with charge -1 at a distorted geometry.

As for the spin multiplicity: 2. Its total charge is -1. The LUMO energy (spin up / spin down) is 4.35 / 4.23 eV.

Structure (XYZ):
```
18
C6H11N, DFT ωB97M-V/def2-TZVPD
C 0.320 2.105 0.969
N -0.390 1.029 0.541
C -0.133 0.092 -0.441
C -0.757 -1.494 -0.811
C 0.467 -1.294 -0.087
C 0.315 -1.591 1.402
C -0.021 0.694 -1.890
H 1.386 1.918 1.324
H 0.385 3.164 0.330
H -0.123 2.520 1.872
H -0.747 -1.391 1.655
H -1.742 -1.771 -0.442
H 1.498 -1.364 -0.488
H 0.898 -0.902 2.078
H 0.450 -2.676 1.596
H 0.805 0.226 -2.420
H -0.253 1.745 -1.672
H -0.973 0.254 -2.470
```

---

# 10
Density functional theory data (ωB97M-V/def2-TZVPD) for the molecule C5H9NO at a distorted geometry.

As for the spin multiplicity: 1. The LUMO energy is 0.71 eV. The SMILES is C[C@@H](O)[C@@H](C)C#N.

Structure (XYZ):
```
16
C5H9NO, DFT ωB97M-V/def2-TZVPD
C 0.731 -1.178 -0.690
C -0.124 -0.839 0.580
O 0.545 -0.588 1.813
C -0.829 0.456 0.120
C -0.020 1.725 0.421
C -0.942 0.235 -1.343
N -1.123 0.123 -2.484
H 0.137 -0.859 -1.772
H 0.941 -2.241 -0.754
H 1.672 -0.610 -0.600
H -0.876 -1.623 0.753
H 1.196 -1.285 1.971
H -1.858 0.570 0.485
H -0.441 2.583 -0.114
H 1.026 1.603 0.118
H -0.037 1.928 1.497
```

---

# 11
Density functional theory data (ωB97M-V/def2-TZVPD) for the molecule C5H7ClO at a distorted geometry.

As for the spin multiplicity: 1. The LUMO energy is -0.14 eV. The SMILES is C/C(Cl)=C(\C)C=O.

Structure (XYZ):
```
14
C5H7ClO, DFT ωB97M-V/def2-TZVPD
C 1.707 -1.903 -0.238
C 0.707 -0.822 -0.171
C 1.139 0.594 0.072
C -0.775 -1.322 -0.113
C 0.246 1.779 0.098
O 1.473 -3.038 0.121
Cl 2.854 0.728 0.109
H 2.687 -1.703 -0.619
H -1.382 -0.686 0.459
H -1.068 -1.367 -1.153
H -0.794 -2.287 0.279
H 0.652 2.607 -0.358
H -0.626 1.522 -0.378
H 0.057 2.155 1.247
```

---

# 12
Density functional theory data (ωB97M-V/def2-TZVPD) for a cluster of 4 separate species, C21H53N3O7 in total at a distorted geometry.

As for the spin multiplicity: 1. The LUMO energy is 0.71 eV. The SMILES is COCCNCCOC.COCCNCCOC.COCCNCCOC.CC(C)O.

Structure (XYZ):
```
84
C21H53N3O7, DFT ωB97M-V/def2-TZVPD
C 14.992 -18.483 -4.645
O 15.228 -17.623 -5.752
C 14.959 -16.244 -5.644
C 15.482 -15.573 -6.932
N 15.359 -14.187 -6.887
C 15.941 -13.577 -5.682
C 16.325 -12.087 -5.894
O 15.304 -11.084 -5.664
C 15.624 -9.665 -5.639
H 15.453 -18.006 -3.780
H 15.563 -19.412 -4.671
H 13.927 -18.647 -4.481
H 15.491 -15.955 -4.737
H 13.905 -16.063 -5.437
H 15.024 -16.029 -7.809
H 16.443 -15.931 -7.302
H 15.724 -13.734 -7.713
H 16.811 -14.036 -5.212
H 15.231 -13.729 -4.869
H 17.069 -11.979 -6.682
H 16.995 -11.978 -5.041
H 14.715 -9.065 -5.611
H 16.169 -9.505 -6.570
H 16.220 -9.307 -4.799
C 5.545 -12.797 -7.070
O 6.787 -12.096 -7.411
C 7.230 -11.106 -6.515
C 7.968 -9.940 -7.165
N 9.003 -10.389 -8.129
C 10.395 -10.435 -7.707
C 11.292 -11.069 -8.809
O 11.593 -10.350 -10.019
C 10.628 -10.603 -11.084
H 5.620 -13.839 -7.381
H 4.717 -12.258 -7.530
H 5.474 -12.850 -5.984
H 7.910 -11.621 -5.837
H 6.521 -10.752 -5.767
H 8.414 -9.362 -6.356
H 7.336 -9.160 -7.590
H 8.717 -11.251 -8.571
H 10.526 -11.121 -6.871
H 10.690 -9.398 -7.548
H 10.891 -12.051 -9.061
H 12.282 -11.228 -8.380
H 10.458 -11.657 -11.305
H 11.051 -10.121 -11.965
H 9.758 -9.997 -10.832
C 11.041 -5.315 -6.365
O 9.983 -5.663 -5.444
C 10.004 -7.117 -5.176
C 11.313 -7.496 -4.455
N 11.364 -6.681 -3.245
C 12.797 -6.444 -2.933
C 13.524 -7.645 -2.313
O 13.823 -8.766 -3.193
C 14.256 -9.938 -2.418
H 10.762 -4.356 -6.800
H 11.241 -6.024 -7.169
H 11.982 -5.234 -5.820
H 9.608 -7.567 -6.087
H 9.123 -7.182 -4.538
H 12.152 -7.322 -5.128
H 11.378 -8.554 -4.199
H 10.844 -5.815 -3.271
H 12.725 -5.495 -2.401
H 13.283 -6.161 -3.867
H 13.013 -8.044 -1.437
H 14.378 -7.189 -1.814
H 13.396 -10.255 -1.828
H 15.099 -9.817 -1.738
H 14.642 -10.684 -3.113
C 11.296 -10.459 -4.296
C 12.171 -11.703 -4.594
C 12.417 -11.837 -6.147
O 13.460 -11.300 -4.148
H 11.250 -10.296 -3.219
H 10.235 -10.449 -4.548
H 11.724 -9.631 -4.861
H 11.827 -12.593 -4.068
H 13.006 -12.730 -6.355
H 13.017 -11.036 -6.580
H 11.520 -11.971 -6.751
H 14.130 -11.739 -4.677
```